1.
A cluster of 7 separate species, C14H46N3O9 in total at a distorted geometry, computed with ωB97M-V/def2-TZVPD.

CARTESIAN COORDINATES (ANGSTROEM)
N (-0.17, 0.21, 0.33)
H (-0.74, -0.47, 0.88)
H (-0.64, 1.13, 0.37)
H (-0.21, -0.16, -0.62)
H (0.82, 0.29, 0.66)
C (3.31, -2.00, 1.34)
C (3.67, -0.53, 1.19)
C (4.55, -0.29, -0.08)
O (4.19, -1.13, -1.18)
C (5.27, -1.35, -2.06)
N (2.49, 0.35, 1.29)
H (2.52, -2.29, 0.64)
H (2.79, -2.18, 2.29)
H (4.17, -2.66, 1.29)
H (4.32, -0.26, 2.02)
H (5.60, -0.42, 0.22)
H (4.58, 0.74, -0.45)
H (4.96, -2.05, -2.84)
H (6.16, -1.84, -1.65)
H (5.51, -0.38, -2.52)
H (2.93, 1.25, 1.49)
H (2.07, 0.15, 2.20)
C (-4.35, 2.17, 1.66)
C (-3.53, 1.55, 0.52)
C (-4.37, 1.45, -0.74)
O (-5.61, 0.78, -0.61)
C (-5.48, -0.56, -0.21)
N (-2.29, 2.32, 0.22)
H (-5.12, 1.46, 1.95)
H (-4.83, 3.11, 1.37)
H (-3.71, 2.34, 2.53)
H (-3.28, 0.51, 0.78)
H (-3.77, 0.94, -1.51)
H (-4.62, 2.44, -1.14)
H (-4.63, -1.06, -0.70)
H (-6.35, -1.16, -0.47)
H (-5.36, -0.65, 0.87)
H (-1.99, 2.03, -0.70)
H (-2.69, 3.25, 0.16)
O (1.71, -1.03, -1.91)
H (2.55, -0.99, -1.38)
H (1.97, -0.77, -2.80)
C (1.28, 2.80, -0.96)
C (1.59, 4.21, -1.44)
O (2.03, 4.29, -2.80)
O (1.01, 2.81, 0.44)
H (2.10, 2.10, -1.16)
H (0.40, 2.31, -1.38)
H (2.36, 4.69, -0.83)
H (0.64, 4.74, -1.38)
H (1.93, 3.41, -3.18)
H (1.80, 2.97, 0.96)
C (-0.37, -3.46, -2.70)
C (-1.71, -2.78, -2.66)
O (-1.61, -1.35, -2.73)
O (0.32, -3.41, -1.45)
H (0.27, -2.93, -3.42)
H (-0.42, -4.49, -3.06)
H (-2.25, -3.08, -1.76)
H (-2.32, -3.08, -3.52)
H (-1.25, -1.10, -3.59)
H (0.84, -2.58, -1.48)
C (-0.32, -0.95, 4.05)
C (-1.61, -1.33, 3.29)
O (-1.28, -1.68, 1.96)
O (0.07, 0.39, 3.74)
H (0.49, -1.66, 3.88)
H (-0.46, -1.03, 5.13)
H (-2.25, -0.44, 3.29)
H (-2.28, -2.00, 3.84)
H (-0.87, -2.55, 1.92)
H (-0.53, 0.95, 4.25)

The energy above the lowest of the compared OMol25 structures with the same formula, charge and spin is 0.0 kcal/mol. The charge is +1. The HOMO energy comes out at -11.801 eV. As for the HOMO-LUMO gap: 0.355 Eh.

***

2.
A cluster of 8 separate species, C14H47N3O8 in total at a distorted geometry, computed with ωB97M-V/def2-TZVPD.

CARTESIAN COORDINATES (ANGSTROEM)
C (-5.01, -2.39, -1.35)
O (-3.95, -1.47, -1.49)
C (-4.17, -0.51, -2.51)
C (-2.86, 0.16, -2.90)
C (-3.15, 1.35, -3.80)
N (-1.99, -0.77, -3.66)
H (-5.97, -1.87, -1.25)
H (-4.75, -3.04, -0.51)
H (-5.07, -3.05, -2.22)
H (-4.70, -0.92, -3.37)
H (-4.89, 0.24, -2.11)
H (-2.36, 0.49, -1.98)
H (-2.26, 1.97, -3.89)
H (-3.98, 1.94, -3.41)
H (-3.40, 1.05, -4.82)
H (-1.66, -1.51, -3.03)
H (-2.54, -1.26, -4.35)
C (3.96, -5.97, 0.40)
O (2.64, -6.23, 0.01)
C (1.68, -5.51, 0.74)
C (1.68, -4.00, 0.50)
C (0.48, -3.37, 1.18)
N (1.66, -3.70, -0.95)
H (4.19, -4.90, 0.40)
H (4.62, -6.49, -0.28)
H (4.15, -6.35, 1.42)
H (0.69, -5.87, 0.45)
H (1.77, -5.73, 1.82)
H (2.58, -3.54, 0.93)
H (0.55, -3.42, 2.28)
H (-0.46, -3.84, 0.88)
H (0.42, -2.31, 0.95)
H (0.68, -3.65, -1.23)
H (1.94, -4.55, -1.45)
C (4.17, 6.18, 0.18)
O (3.65, 4.92, 0.55)
C (3.36, 4.84, 1.92)
C (3.13, 3.39, 2.30)
C (1.82, 2.84, 1.75)
N (3.19, 3.27, 3.78)
H (5.11, 6.39, 0.70)
H (3.46, 6.99, 0.44)
H (4.31, 6.18, -0.89)
H (4.15, 5.25, 2.56)
H (2.46, 5.43, 2.17)
H (3.94, 2.75, 1.93)
H (1.72, 1.78, 1.95)
H (1.81, 2.98, 0.66)
H (0.96, 3.43, 2.09)
H (2.25, 3.36, 4.16)
H (3.49, 2.34, 4.03)
C (-2.95, 2.01, 1.19)
C (-2.00, 3.18, 1.02)
O (-1.00, 2.84, 0.07)
H (-3.34, 1.70, 0.22)
H (-3.77, 2.28, 1.84)
H (-2.39, 1.13, 1.54)
H (-1.55, 3.46, 1.98)
H (-2.54, 4.10, 0.75)
H (-0.49, 3.64, -0.11)
O (-1.47, -2.61, -1.30)
H (-2.32, -2.15, -1.33)
H (-0.96, -2.13, -0.63)
O (0.58, 0.21, -2.75)
H (-0.24, 0.00, -3.21)
H (0.34, 0.29, -1.82)
O (0.37, -0.58, 3.06)
H (0.95, -1.32, 3.26)
H (-0.48, -0.83, 3.44)
O (-0.07, 0.19, 0.12)
H (-0.41, 1.08, -0.07)
H (0.24, 0.24, 1.04)

The energy above the lowest of the compared OMol25 structures with the same formula, charge and spin is 1.8 kcal/mol. The HOMO energy comes out at -8.831 eV. As for the HOMO-LUMO gap: 0.335 Eh. Its SMILES is COC[C@H](C)N.COC[C@H](C)N.COC[C@H](C)N.CCO.O.O.O.O.

***

3.
A structure of composition C14H48O17 at a distorted geometry, computed with ωB97M-V/def2-TZVPD.

CARTESIAN COORDINATES (ANGSTROEM)
O (0.45, -1.91, 0.75)
H (1.28, -2.16, 0.35)
H (0.28, -2.59, 1.40)
O (-0.45, -0.14, -0.31)
H (-1.37, -0.21, -0.06)
H (-0.01, -0.83, 0.18)
O (1.74, -2.27, -1.10)
H (2.67, -2.14, -1.27)
H (1.44, -1.43, -0.74)
C (-2.65, -4.05, 0.35)
C (-1.96, -2.99, -0.50)
O (-2.79, -2.65, -1.57)
O (-2.92, -5.26, -0.35)
H (-3.62, -3.72, 0.73)
H (-2.03, -4.18, 1.24)
H (-0.89, -3.17, -0.60)
H (-1.77, -2.07, 0.05)
H (-3.50, -2.15, -1.16)
H (-3.67, -5.67, 0.09)
C (2.47, 1.27, 0.98)
C (3.06, 2.13, -0.15)
O (2.09, 2.70, -0.96)
O (2.12, -0.01, 0.54)
H (1.58, 1.77, 1.37)
H (3.11, 1.22, 1.86)
H (3.74, 1.56, -0.78)
H (3.54, 2.94, 0.39)
H (1.75, 1.99, -1.51)
H (1.60, -0.47, 1.21)
C (2.69, 1.24, -3.03)
C (2.19, 0.32, -1.89)
O (1.01, 0.87, -1.31)
O (2.01, 0.87, -4.22)
H (3.74, 1.02, -3.18)
H (2.62, 2.29, -2.75)
H (2.91, 0.37, -1.08)
H (2.09, -0.73, -2.19)
H (0.79, 0.34, -0.53)
H (1.18, 0.45, -4.02)
C (0.02, 3.52, 0.84)
C (-0.80, 2.97, -0.27)
O (-1.30, 1.65, -0.14)
O (-0.61, 3.48, 2.18)
H (0.40, 4.53, 0.67)
H (0.91, 2.90, 0.89)
H (-0.43, 3.18, -1.28)
H (-1.76, 3.48, -0.19)
H (-0.82, 0.97, -0.62)
H (-0.92, 2.62, 2.45)
C (-1.29, 1.32, -3.82)
C (-1.61, 0.51, -2.52)
O (-2.03, -0.78, -2.88)
O (-0.14, 0.89, -4.59)
H (-0.98, 2.29, -3.42)
H (-2.19, 1.24, -4.43)
H (-2.44, 0.91, -1.94)
H (-0.71, 0.51, -1.91)
H (-1.57, -1.50, -2.44)
H (-0.39, 0.04, -4.96)
C (-1.78, 0.45, 2.46)
C (-2.85, 0.34, 1.34)
O (-2.56, -0.78, 0.49)
O (-0.59, 0.83, 1.89)
H (-1.72, -0.49, 3.00)
H (-2.08, 1.18, 3.21)
H (-2.76, 1.26, 0.76)
H (-3.84, 0.34, 1.78)
H (-3.25, -1.02, -0.13)
H (-0.84, 1.29, 1.08)
C (1.88, -0.88, 4.30)
C (1.21, -1.14, 2.95)
O (0.97, -0.08, 2.11)
O (2.36, -2.05, 4.96)
H (1.34, -0.31, 5.05)
H (2.84, -0.38, 4.13)
H (0.30, -1.68, 3.19)
H (1.74, -1.83, 2.30)
H (0.09, 0.00, 1.73)
H (1.68, -2.34, 5.57)

The energy above the lowest of the compared OMol25 structures with the same formula, charge and spin is 555.8 kcal/mol. The HOMO energy comes out at -8.498 eV. As for the HOMO-LUMO gap: 0.306 Eh.

***

What did the second record say?
A cluster of 8 separate species, C14H47N3O8 in total at a distorted geometry, computed with ωB97M-V/def2-TZVPD.

CARTESIAN COORDINATES (ANGSTROEM)
C (-5.01, -2.39, -1.35)
O (-3.95, -1.47, -1.49)
C (-4.17, -0.51, -2.51)
C (-2.86, 0.16, -2.90)
C (-3.15, 1.35, -3.80)
N (-1.99, -0.77, -3.66)
H (-5.97, -1.87, -1.25)
H (-4.75, -3.04, -0.51)
H (-5.07, -3.05, -2.22)
H (-4.70, -0.92, -3.37)
H (-4.89, 0.24, -2.11)
H (-2.36, 0.49, -1.98)
H (-2.26, 1.97, -3.89)
H (-3.98, 1.94, -3.41)
H (-3.40, 1.05, -4.82)
H (-1.66, -1.51, -3.03)
H (-2.54, -1.26, -4.35)
C (3.96, -5.97, 0.40)
O (2.64, -6.23, 0.01)
C (1.68, -5.51, 0.74)
C (1.68, -4.00, 0.50)
C (0.48, -3.37, 1.18)
N (1.66, -3.70, -0.95)
H (4.19, -4.90, 0.40)
H (4.62, -6.49, -0.28)
H (4.15, -6.35, 1.42)
H (0.69, -5.87, 0.45)
H (1.77, -5.73, 1.82)
H (2.58, -3.54, 0.93)
H (0.55, -3.42, 2.28)
H (-0.46, -3.84, 0.88)
H (0.42, -2.31, 0.95)
H (0.68, -3.65, -1.23)
H (1.94, -4.55, -1.45)
C (4.17, 6.18, 0.18)
O (3.65, 4.92, 0.55)
C (3.36, 4.84, 1.92)
C (3.13, 3.39, 2.30)
C (1.82, 2.84, 1.75)
N (3.19, 3.27, 3.78)
H (5.11, 6.39, 0.70)
H (3.46, 6.99, 0.44)
H (4.31, 6.18, -0.89)
H (4.15, 5.25, 2.56)
H (2.46, 5.43, 2.17)
H (3.94, 2.75, 1.93)
H (1.72, 1.78, 1.95)
H (1.81, 2.98, 0.66)
H (0.96, 3.43, 2.09)
H (2.25, 3.36, 4.16)
H (3.49, 2.34, 4.03)
C (-2.95, 2.01, 1.19)
C (-2.00, 3.18, 1.02)
O (-1.00, 2.84, 0.07)
H (-3.34, 1.70, 0.22)
H (-3.77, 2.28, 1.84)
H (-2.39, 1.13, 1.54)
H (-1.55, 3.46, 1.98)
H (-2.54, 4.10, 0.75)
H (-0.49, 3.64, -0.11)
O (-1.47, -2.61, -1.30)
H (-2.32, -2.15, -1.33)
H (-0.96, -2.13, -0.63)
O (0.58, 0.21, -2.75)
H (-0.24, 0.00, -3.21)
H (0.34, 0.29, -1.82)
O (0.37, -0.58, 3.06)
H (0.95, -1.32, 3.26)
H (-0.48, -0.83, 3.44)
O (-0.07, 0.19, 0.12)
H (-0.41, 1.08, -0.07)
H (0.24, 0.24, 1.04)

The energy above the lowest of the compared OMol25 structures with the same formula, charge and spin is 1.8 kcal/mol. The HOMO energy comes out at -8.831 eV. As for the HOMO-LUMO gap: 0.335 Eh. Its SMILES is COC[C@H](C)N.COC[C@H](C)N.COC[C@H](C)N.CCO.O.O.O.O.

***

Which formula does entry 3 have? C14H48O17

***

Among the records above, which one has the highest HOMO? C14H48O17

***

What did the third record say?
A structure of composition C14H48O17 at a distorted geometry, computed with ωB97M-V/def2-TZVPD.

CARTESIAN COORDINATES (ANGSTROEM)
O (0.45, -1.91, 0.75)
H (1.28, -2.16, 0.35)
H (0.28, -2.59, 1.40)
O (-0.45, -0.14, -0.31)
H (-1.37, -0.21, -0.06)
H (-0.01, -0.83, 0.18)
O (1.74, -2.27, -1.10)
H (2.67, -2.14, -1.27)
H (1.44, -1.43, -0.74)
C (-2.65, -4.05, 0.35)
C (-1.96, -2.99, -0.50)
O (-2.79, -2.65, -1.57)
O (-2.92, -5.26, -0.35)
H (-3.62, -3.72, 0.73)
H (-2.03, -4.18, 1.24)
H (-0.89, -3.17, -0.60)
H (-1.77, -2.07, 0.05)
H (-3.50, -2.15, -1.16)
H (-3.67, -5.67, 0.09)
C (2.47, 1.27, 0.98)
C (3.06, 2.13, -0.15)
O (2.09, 2.70, -0.96)
O (2.12, -0.01, 0.54)
H (1.58, 1.77, 1.37)
H (3.11, 1.22, 1.86)
H (3.74, 1.56, -0.78)
H (3.54, 2.94, 0.39)
H (1.75, 1.99, -1.51)
H (1.60, -0.47, 1.21)
C (2.69, 1.24, -3.03)
C (2.19, 0.32, -1.89)
O (1.01, 0.87, -1.31)
O (2.01, 0.87, -4.22)
H (3.74, 1.02, -3.18)
H (2.62, 2.29, -2.75)
H (2.91, 0.37, -1.08)
H (2.09, -0.73, -2.19)
H (0.79, 0.34, -0.53)
H (1.18, 0.45, -4.02)
C (0.02, 3.52, 0.84)
C (-0.80, 2.97, -0.27)
O (-1.30, 1.65, -0.14)
O (-0.61, 3.48, 2.18)
H (0.40, 4.53, 0.67)
H (0.91, 2.90, 0.89)
H (-0.43, 3.18, -1.28)
H (-1.76, 3.48, -0.19)
H (-0.82, 0.97, -0.62)
H (-0.92, 2.62, 2.45)
C (-1.29, 1.32, -3.82)
C (-1.61, 0.51, -2.52)
O (-2.03, -0.78, -2.88)
O (-0.14, 0.89, -4.59)
H (-0.98, 2.29, -3.42)
H (-2.19, 1.24, -4.43)
H (-2.44, 0.91, -1.94)
H (-0.71, 0.51, -1.91)
H (-1.57, -1.50, -2.44)
H (-0.39, 0.04, -4.96)
C (-1.78, 0.45, 2.46)
C (-2.85, 0.34, 1.34)
O (-2.56, -0.78, 0.49)
O (-0.59, 0.83, 1.89)
H (-1.72, -0.49, 3.00)
H (-2.08, 1.18, 3.21)
H (-2.76, 1.26, 0.76)
H (-3.84, 0.34, 1.78)
H (-3.25, -1.02, -0.13)
H (-0.84, 1.29, 1.08)
C (1.88, -0.88, 4.30)
C (1.21, -1.14, 2.95)
O (0.97, -0.08, 2.11)
O (2.36, -2.05, 4.96)
H (1.34, -0.31, 5.05)
H (2.84, -0.38, 4.13)
H (0.30, -1.68, 3.19)
H (1.74, -1.83, 2.30)
H (0.09, 0.00, 1.73)
H (1.68, -2.34, 5.57)

The energy above the lowest of the compared OMol25 structures with the same formula, charge and spin is 555.8 kcal/mol. The HOMO energy comes out at -8.498 eV. As for the HOMO-LUMO gap: 0.306 Eh.